1.
{"formula": "C32H64O40S4", "method": "wB97M-V/def2-TZVPD", "homo_lumo_gap_ha": 0.3633, "e_lumo_ev": 0.086, "homo_energy_ev": -9.80, "symbols": ["O", "S", "O", "O", "C", "C", "O", "H", "H", "H", "H", "O", "S", "O", "O", "C", "C", "O", "H", "H", "H", "H", "O", "S", "O", "O", "C", "C", "O", "H", "H", "H", "H", "O", "S", "O", "O", "C", "C", "O", "H", "H", "H", "H", "C", "O", "C", "O", "O", "C", "H", "H", "H", "H", "H", "H", "C", "O", "C", "O", "O", "C", "H", "H", "H", "H", "H", "H", "C", "O", "C", "O", "O", "C", "H", "H", "H", "H", "H", "H", "C", "O", "C", "O", "O", "C", "H", "H", "H", "H", "H", "H", "C", "O", "C", "O", "O", "C", "H", "H", "H", "H", "H", "H", "C", "O", "C", "O", "O", "C", "H", "H", "H", "H", "H", "H", "C", "O", "C", "O", "O", "C", "H", "H", "H", "H", "H", "H", "C", "O", "C", "O", "O", "C", "H", "H", "H", "H", "H", "H"], "coordinates": [[-3.038, 1.720, -4.502], [-1.620, 1.627, -4.174], [-1.253, 0.520, -3.369], [-0.729, 1.805, -5.496], [-0.017, 2.984, -5.568], [-0.526, 3.949, -4.487], [-0.965, 3.057, -3.441], [1.041, 2.834, -5.350], [-0.119, 3.373, -6.581], [-1.356, 4.540, -4.874], [0.141, 4.761, -4.197], [5.258, 1.928, 4.277], [4.045, 1.668, 3.470], [3.956, 2.134, 2.089], [3.498, 0.109, 3.598], [3.007, -0.185, 4.852], [2.023, 1.064, 5.028], [2.653, 2.154, 4.366], [2.436, -1.113, 4.864], [3.805, -0.235, 5.593], [2.010, 1.309, 6.089], [1.009, 0.953, 4.644], [-0.387, -5.086, -5.159], [-0.888, -4.006, -4.354], [-2.325, -4.001, -3.940], [0.106, -3.940, -3.064], [0.636, -2.679, -2.919], [0.798, -2.156, -4.362], [-0.387, -2.553, -4.936], [-0.016, -2.097, -2.268], [1.625, -2.870, -2.503], [1.654, -2.731, -4.716], [1.077, -1.140, -4.643], [0.663, -0.633, 1.536], [0.292, 0.267, 0.460], [-0.822, -0.073, -0.426], [0.239, 1.907, 0.786], [1.177, 2.671, 0.015], [1.575, 1.685, -1.108], [1.651, 0.557, -0.382], [0.889, 3.624, -0.429], [1.983, 2.886, 0.716], [2.537, 2.054, -1.462], [0.860, 1.664, -1.930], [5.900, -3.303, -4.552], [5.528, -3.424, -3.176], [4.822, -2.414, -2.571], [4.347, -1.447, -3.135], [4.844, -2.493, -1.259], [4.108, -1.628, -0.448], [6.288, -2.305, -4.756], [5.052, -3.499, -5.208], [6.679, -4.025, -4.799], [3.171, -1.999, -0.032], [3.950, -0.672, -0.946], [4.818, -1.301, 0.312], [-2.793, -5.848, -1.184], [-1.563, -5.276, -0.822], [-1.110, -5.177, 0.525], [-1.543, -5.850, 1.508], [-0.153, -4.323, 0.625], [0.235, -4.134, 2.031], [-2.759, -6.491, -2.063], [-3.585, -5.192, -1.546], [-3.247, -6.452, -0.399], [0.713, -5.045, 2.390], [-0.655, -3.894, 2.612], [0.917, -3.288, 2.122], [3.243, 5.804, 2.018], [2.849, 5.750, 0.669], [1.570, 6.100, 0.382], [0.646, 6.202, 1.205], [1.495, 6.235, -0.961], [0.290, 6.676, -1.618], [2.498, 6.228, 2.692], [4.111, 6.447, 2.165], [3.518, 4.800, 2.340], [-0.366, 7.320, -1.031], [-0.267, 5.866, -2.088], [0.748, 7.316, -2.372], [-1.939, -5.227, 7.153], [-2.163, -4.268, 6.125], [-1.154, -3.347, 6.016], [-0.009, -3.409, 6.574], [-1.599, -2.278, 5.210], [-0.615, -1.409, 4.704], [-2.503, -6.134, 6.935], [-2.142, -4.885, 8.168], [-0.884, -5.502, 7.157], [-1.263, -0.601, 4.364], [-0.105, -1.947, 3.904], [0.040, -1.147, 5.535], [-4.112, 0.253, 4.937], [-3.232, 0.590, 3.837], [-3.569, 1.636, 3.025], [-4.688, 2.128, 2.884], [-2.449, 2.092, 2.450], [-2.450, 3.294, 1.627], [-3.864, -0.748, 5.291], [-5.150, 0.392, 4.632], [-4.037, 1.013, 5.714], [-2.152, 4.124, 2.268], [-3.434, 3.514, 1.211], [-1.842, 2.993, 0.774], [-4.571, 1.715, -1.215], [-5.205, 1.081, -2.304], [-4.950, -0.179, -2.645], [-5.582, -0.882, -3.424], [-3.965, -0.648, -1.893], [-3.348, -1.922, -2.149], [-5.078, 2.641, -0.943], [-3.539, 2.007, -1.411], [-4.627, 1.183, -0.265], [-2.320, -1.985, -1.794], [-3.228, -2.127, -3.213], [-4.006, -2.690, -1.742], [3.770, 1.454, -4.747], [4.796, 2.344, -4.352], [4.380, 3.573, -3.948], [3.173, 3.910, -3.755], [5.464, 4.278, -3.727], [5.298, 5.651, -3.436], [2.961, 1.213, -4.058], [4.286, 0.556, -5.087], [3.374, 1.891, -5.664], [5.175, 5.853, -2.371], [4.492, 6.129, -3.994], [6.298, 6.045, -3.614], [-3.309, -1.306, 1.446], [-3.749, -2.371, 2.291], [-4.490, -3.350, 1.847], [-4.554, -3.701, 0.667], [-5.084, -3.952, 2.900], [-4.852, -3.595, 4.284], [-2.970, -1.661, 0.473], [-2.488, -0.715, 1.852], [-4.199, -0.727, 1.202], [-5.262, -2.587, 4.351], [-3.812, -3.623, 4.609], [-5.456, -4.199, 4.959]], "atomic_forces_ev_per_a": [[2.8, 0.6, 0.3], [-1.9, 1.8, 0.2], [0.9, 0.2, -0.1], [-1.3, -1.8, 0.7], [1.7, 2.2, 0.0], [-1.4, -0.2, -1.0], [-0.7, -1.2, -0.7], [0.1, -0.5, -0.2], [-0.1, 0.1, 0.1], [-0.6, -0.4, 0.0], [0.7, -0.9, 0.6], [-3.0, -0.8, -2.0], [-1.2, 0.1, 1.9], [0.1, -1.1, 2.7], [2.6, 0.5, -2.8], [-2.0, 1.6, 0.9], [1.2, -0.6, 1.3], [2.1, 0.4, -1.5], [0.2, 0.0, -0.4], [-0.1, 0.2, 0.1], [-0.3, 0.1, 0.0], [0.2, -0.3, -0.2], [-0.7, 1.1, 0.3], [-1.6, -0.7, 1.3], [4.3, 0.4, -1.5], [-1.8, -1.6, -1.3], [1.5, 2.0, 0.6], [1.9, -0.8, 1.3], [-2.7, -1.2, -1.2], [0.2, 0.4, 0.0], [-0.1, 0.5, 0.4], [0.0, -0.4, -0.6], [-0.8, 0.2, 0.7], [-0.7, 1.9, -1.1], [0.4, 1.1, -1.8], [1.9, 0.7, 1.9], [-1.8, -1.2, 0.9], [0.8, -0.4, -0.6], [0.1, 3.8, 0.1], [0.2, -4.8, 0.8], [-1.2, -0.2, 0.4], [0.3, -0.2, -0.3], [0.2, -0.7, -0.2], [-0.2, -0.2, 0.0], [-0.4, 0.6, -0.3], [-0.6, 0.5, 1.5], [0.6, 1.4, -1.5], [0.0, -0.9, -0.6], [0.6, -2.7, -0.1], [0.5, 2.4, 0.3], [-0.1, 0.0, 0.0], [-0.1, 0.1, 0.1], [-0.1, -0.1, 0.6], [0.2, -0.4, -0.2], [-0.5, -0.2, -0.4], [-0.3, -0.6, 0.6], [-1.8, -1.4, 0.1], [1.8, 1.2, 2.2], [-4.1, -4.0, 0.8], [0.9, 2.1, -3.7], [1.2, 1.4, 0.6], [0.0, 0.1, -0.2], [1.2, -0.3, 0.1], [0.5, 1.1, 0.7], [0.3, 0.1, 0.3], [-0.2, 0.1, 0.0], [0.0, -0.3, 0.0], [0.0, -0.1, -0.7], [0.4, -0.1, 1.5], [-1.1, 0.8, -0.9], [-1.6, -0.3, 1.3], [2.2, 0.0, -2.3], [-0.1, -0.4, 1.2], [0.7, 0.8, -0.3], [-0.4, -0.3, -0.3], [0.2, 0.0, -0.6], [-0.1, 0.0, 0.0], [0.2, -0.4, 0.5], [0.2, -0.2, 0.3], [-0.5, -0.1, -0.4], [1.0, -1.1, 0.3], [1.3, 1.9, 0.1], [2.4, 0.9, 0.8], [-4.7, 0.3, -2.5], [-0.3, -3.8, 2.2], [-0.3, -0.1, 0.3], [-0.2, 0.4, -0.2], [-0.4, 0.4, -0.2], [0.0, 0.0, -0.1], [0.8, 0.3, -0.3], [0.3, 0.5, -0.1], [0.2, 0.3, -0.3], [-0.7, 1.1, -0.5], [0.0, 0.6, -0.3], [-1.5, 1.2, 0.4], [2.0, -1.2, 0.4], [-0.2, -0.5, 0.2], [-1.0, -0.9, -0.1], [0.0, 0.2, -0.3], [0.0, -0.7, -0.3], [0.6, -0.1, 0.2], [0.5, -0.1, -0.4], [-0.2, -0.2, 0.4], [0.5, 0.7, 0.4], [0.4, 0.6, 1.0], [-1.1, 0.6, -0.6], [-0.5, -2.5, -0.2], [0.8, 2.0, 0.8], [1.7, 0.3, 0.6], [-0.8, -0.5, -1.2], [-0.5, 0.1, -0.8], [0.1, -0.4, -0.2], [0.2, -0.7, -0.3], [-0.3, 0.5, 0.7], [-0.5, 0.4, 0.0], [0.4, -0.1, 0.2], [0.0, -0.4, -1.8], [-0.5, 1.3, 1.1], [-3.1, -0.8, 0.7], [3.9, -0.9, -0.9], [-0.5, -0.1, -0.2], [0.9, 0.9, 0.7], [0.4, 0.3, 0.4], [-0.1, -0.1, 0.5], [-0.6, -0.1, 0.0], [-0.5, -0.5, 0.1], [0.2, -0.2, -0.1], [-0.3, 0.4, -0.6], [-0.5, -0.4, -1.7], [1.3, 1.7, 1.3], [0.2, -1.2, -1.4], [-0.6, 0.5, 2.6], [-0.2, -1.5, -0.7], [-0.4, 1.3, -0.6], [0.1, -0.4, 0.1], [-0.4, -0.4, 0.6], [0.2, 0.5, 0.3], [0.3, 0.2, 0.5], [-0.1, 0.0, -0.5], [0.0, -0.5, -0.6]]}


2.
{"formula": "C32H65BrF7N4O17", "method": "wB97M-V/def2-TZVPD", "homo_lumo_gap_ha": 0.2419, "e_lumo_ev": -4.830, "total_charge": 1, "homo_energy_ev": -11.41, "symbols": ["C", "C", "O", "O", "C", "C", "C", "C", "C", "C", "C", "C", "C", "O", "O", "C", "C", "N", "N", "N", "C", "C", "O", "C", "F", "F", "C", "F", "F", "C", "F", "F", "C", "O", "O", "C", "Br", "N", "F", "C", "C", "C", "O", "H", "H", "H", "H", "H", "H", "H", "H", "H", "H", "H", "H", "H", "H", "H", "H", "H", "H", "H", "H", "H", "H", "H", "H", "H", "H", "H", "H", "H", "C", "O", "H", "H", "H", "H", "C", "O", "H", "H", "H", "H", "C", "O", "H", "H", "H", "H", "C", "O", "H", "H", "H", "H", "C", "O", "H", "H", "H", "H", "C", "O", "H", "H", "H", "H", "C", "O", "H", "H", "H", "H", "C", "O", "H", "H", "H", "H", "C", "O", "H", "H", "H", "H"], "coordinates": [[-2.780, 3.124, 0.942], [-1.892, 2.933, -0.339], [-2.403, 2.367, -1.277], [-0.595, 3.408, -0.400], [0.288, 2.488, -1.090], [1.732, 2.706, -0.472], [2.866, 2.044, -1.381], [2.612, 0.467, -1.359], [3.903, -0.381, -1.052], [3.567, -1.816, -0.431], [3.082, -1.571, 1.045], [1.651, -1.656, 1.429], [0.526, -2.044, 0.413], [-0.307, -2.797, 0.861], [0.562, -1.584, -0.853], [-0.612, -1.935, -1.636], [-0.491, -3.316, -2.429], [-0.593, -4.513, -1.589], [0.721, -3.430, -3.240], [-1.654, -3.338, -3.368], [1.305, -1.363, 2.806], [-0.169, -1.348, 3.371], [-0.728, -0.304, 3.232], [-0.808, -2.569, 4.116], [-1.133, -2.150, 5.396], [0.127, -3.580, 4.300], [-2.122, -3.187, 3.496], [-2.814, -3.751, 4.563], [-1.870, -4.257, 2.655], [-3.130, -2.182, 2.832], [-3.430, -1.178, 3.728], [-2.697, -1.655, 1.638], [-4.549, -2.861, 2.508], [-5.417, -2.115, 2.202], [-4.762, -4.226, 2.534], [2.377, -1.021, 3.731], [1.931, -0.569, 5.572], [3.688, -0.986, 3.325], [4.582, -0.645, 4.266], [4.108, -1.251, 2.023], [5.631, -1.175, 1.777], [6.283, -2.625, 1.765], [6.279, -3.233, 3.048], [-2.157, 3.402, 1.838], [-3.561, 3.914, 0.767], [-3.331, 2.186, 1.205], [0.314, 2.755, -2.182], [-0.068, 1.437, -0.955], [1.706, 2.145, 0.510], [1.939, 3.778, -0.231], [3.867, 2.308, -0.964], [2.693, 2.378, -2.433], [1.924, 0.310, -0.478], [2.164, 0.093, -2.311], [4.538, 0.240, -0.361], [4.527, -0.569, -1.975], [2.803, -2.370, -1.026], [4.495, -2.440, -0.353], [-0.687, -1.141, -2.436], [-1.577, -1.844, -1.063], [-1.362, -4.465, -0.922], [0.296, -4.595, -1.083], [1.440, -3.995, -2.796], [1.068, -2.521, -3.545], [-1.606, -2.470, -3.916], [-2.494, -3.270, -2.779], [-4.160, -4.631, 1.879], [6.173, -0.542, 2.534], [5.905, -0.727, 0.784], [5.768, -3.295, 1.027], [7.337, -2.497, 1.376], [6.054, -4.170, 2.886], [-1.571, 6.933, -1.722], [-2.741, 6.148, -1.546], [-1.545, 7.697, -0.947], [-0.682, 6.301, -1.636], [-1.590, 7.416, -2.704], [-2.743, 5.479, -2.241], [-5.597, -3.786, 6.528], [-5.946, -4.726, 5.519], [-6.165, -4.014, 7.428], [-4.528, -3.856, 6.749], [-5.840, -2.773, 6.195], [-5.433, -4.505, 4.733], [-0.450, 1.708, -5.495], [0.655, 1.395, -4.652], [-1.235, 0.971, -5.334], [-0.833, 2.702, -5.250], [-0.134, 1.677, -6.540], [1.334, 2.060, -4.813], [1.155, 5.622, -4.280], [1.924, 4.608, -3.638], [0.882, 5.275, -5.276], [0.247, 5.816, -3.705], [1.745, 6.537, -4.367], [2.153, 4.937, -2.761], [1.151, 4.419, -8.141], [1.926, 3.411, -7.498], [0.879, 4.069, -9.134], [0.243, 4.614, -7.564], [1.742, 5.335, -8.229], [2.157, 3.743, -6.623], [5.757, 2.064, -3.261], [5.487, 0.664, -3.240], [5.854, 2.415, -2.235], [6.690, 2.254, -3.796], [4.936, 2.594, -3.748], [5.406, 0.378, -4.158], [3.131, -5.301, 2.321], [4.377, -4.817, 1.820], [2.982, -4.906, 3.325], [2.315, -4.965, 1.676], [3.145, -6.392, 2.362], [4.487, -5.180, 0.933], [-7.620, -0.445, 4.960], [-6.386, 0.075, 4.480], [-7.789, -0.069, 5.967], [-8.438, -0.121, 4.312], [-7.580, -1.538, 4.985], [-6.258, -0.272, 3.588], [-6.334, 2.310, 2.473], [-6.658, 3.612, 2.000], [-6.181, 1.656, 1.614], [-5.417, 2.349, 3.066], [-7.152, 1.921, 3.080], [-6.789, 4.172, 2.773]], "atomic_forces_ev_per_a": [[1.0, 0.7, 0.6], [-1.6, -0.1, 0.0], [0.8, 0.0, 0.2], [-1.0, -1.1, 1.0], [1.3, 0.9, -0.6], [-0.2, -1.0, 0.0], [-1.6, -0.7, 0.3], [0.9, 0.2, 0.8], [0.0, -0.4, -0.6], [0.3, 1.0, 1.3], [-0.8, -0.3, 0.5], [2.4, 1.3, 0.4], [0.3, -0.4, 0.4], [0.1, 0.5, 0.0], [-0.2, -0.5, 1.9], [-0.8, 0.3, -1.8], [-0.9, -0.2, -0.3], [0.9, 0.5, -0.3], [-0.3, 0.4, 0.7], [0.5, 0.6, 1.1], [1.9, -0.8, 0.1], [1.3, 0.7, -0.9], [-0.5, -0.5, 0.3], [0.6, -0.8, 1.5], [0.3, -0.1, -1.7], [-0.9, 1.2, -0.7], [-0.8, -1.2, 0.6], [0.8, 0.9, -1.1], [0.1, 1.7, 0.6], [-1.3, -0.2, 0.2], [0.9, -1.1, -1.2], [0.0, -0.4, 1.4], [-0.3, -0.2, -0.6], [0.0, 0.2, 0.4], [1.0, 1.1, -0.4], [-1.5, -0.2, -0.3], [0.6, -0.5, -1.7], [-1.9, -0.5, -1.5], [0.0, -0.1, -0.4], [-0.5, 0.2, 0.2], [0.6, -0.6, -0.2], [0.5, 0.1, -0.6], [-0.2, 0.1, -0.7], [-0.6, -0.1, -0.9], [0.9, -0.7, 0.0], [0.6, 0.6, -0.6], [-0.1, -0.5, 0.9], [0.3, 0.8, -0.2], [0.3, 0.7, -0.7], [-0.3, -0.8, -0.4], [-0.7, -0.2, -0.6], [0.6, 0.1, 0.9], [0.4, 0.0, -1.2], [0.0, 0.4, 0.9], [-0.5, -0.8, -0.5], [-0.9, 0.4, 1.2], [0.6, 0.6, 0.5], [-0.8, 0.6, -0.3], [0.4, -0.6, 1.0], [1.2, -0.4, -0.2], [0.4, 0.1, -0.2], [-0.7, -0.1, 0.1], [-0.2, 0.3, -0.2], [0.1, -0.4, 0.2], [-0.2, -0.5, 0.1], [0.1, 0.0, -0.5], [-0.1, -0.2, 0.6], [-0.8, -0.7, -0.5], [-0.8, -0.4, 0.9], [0.3, 0.9, 0.7], [-1.0, 0.0, 0.5], [-0.1, 0.6, 0.3], [-0.1, -0.3, -0.2], [0.0, -0.1, 0.0], [-0.1, -0.1, 0.0], [0.1, 0.1, 0.0], [0.2, 0.1, 0.0], [-0.1, 0.0, 0.1], [0.1, 0.0, -0.3], [0.0, 0.0, 0.0], [0.0, 0.0, -0.1], [0.0, 0.1, 0.2], [0.1, 0.1, 0.2], [-0.1, -0.2, 0.1], [0.3, 0.2, -0.1], [0.1, -0.1, 0.2], [0.1, 0.0, 0.1], [-0.2, 0.0, -0.1], [-0.2, 0.1, 0.0], [-0.1, -0.1, 0.1], [0.1, 0.1, 0.3], [0.1, -0.2, -0.1], [0.0, 0.0, 0.1], [-0.1, 0.1, -0.2], [-0.2, 0.1, -0.1], [0.0, -0.1, -0.1], [0.2, 0.0, 0.3], [0.0, -0.1, 0.1], [0.1, -0.1, 0.1], [-0.1, 0.1, -0.2], [-0.2, 0.1, -0.1], [0.1, 0.0, -0.1], [0.0, -0.1, -0.3], [0.1, 0.1, -0.3], [0.0, -0.1, 0.0], [0.0, 0.2, 0.1], [0.1, 0.2, 0.1], [0.0, 0.0, 0.1], [0.0, -0.2, -0.1], [-0.1, -0.1, -0.2], [0.1, 0.0, -0.1], [-0.1, -0.1, 0.1], [-0.2, 0.0, 0.1], [0.0, -0.1, 0.1], [0.1, -0.1, -0.3], [0.1, -0.1, 0.1], [0.1, 0.0, -0.1], [-0.1, -0.1, 0.1], [-0.2, 0.0, 0.1], [0.1, 0.0, 0.1], [-0.1, 0.4, 0.1], [0.1, 0.1, -0.2], [0.0, 0.1, 0.0], [0.0, -0.3, 0.1], [0.1, -0.1, 0.0], [0.0, 0.0, -0.1]]}